Model A:
18
Properties=species:S:1:pos:R:3 method="wB97M-V/def2-TZVPD" molar_mass_g_mol=150.268 homo_lumo_gap_ev=8.51 homo_ev=-8.3
C 2.493 1.440 -0.065
C 1.915 -0.649 0.620
C -0.425 -1.803 -0.393
C -1.188 -0.738 0.322
C -3.427 0.631 -0.652
H 2.419 2.199 -0.733
H 2.115 1.868 1.013
H 3.543 1.094 0.274
H 1.110 -0.334 1.361
H 3.005 -0.870 1.010
H -1.000 -2.815 -1.133
H -0.358 0.146 1.287
H -4.732 0.212 -1.042
H -3.480 1.639 0.199
H -2.366 0.628 -1.695
O 1.807 0.219 -0.529
S 1.481 -2.068 -0.254
S -2.912 -0.798 0.409

---

Model B:
18
Properties=species:S:1:pos:R:3 method="wB97M-V/def2-TZVPD" molar_mass_g_mol=150.268 homo_lumo_gap_ev=8.61 homo_ev=-8.6
C 1.573 -0.677 -0.437
C -2.736 1.014 1.144
C -2.946 -1.318 1.774
C 3.548 0.665 -2.246
C -2.422 -0.245 0.800
O 1.701 1.937 -0.076
S 0.828 0.754 -0.084
S 3.256 -0.753 -0.966
H 3.114 -1.873 -1.765
H -2.523 1.957 0.612
H -3.298 1.290 1.963
H -3.568 -0.910 2.542
H -2.047 -1.713 2.457
H -3.428 -2.276 1.448
H 4.486 0.590 -2.601
H 3.629 1.454 -1.613
H 2.671 0.761 -2.815
H -1.839 -0.659 -0.138

---

Model C:
18
Properties=species:S:1:pos:R:3 method="wB97M-V/def2-TZVPD" molar_mass_g_mol=150.268 homo_lumo_gap_ev=3.01 homo_ev=-7.7
C 3.652 0.015 0.882
C 2.255 -0.498 1.080
O 4.619 -0.455 1.465
C 3.773 1.117 -0.039
S -5.698 0.231 -0.289
S -0.666 -0.149 -0.152
C -2.443 0.111 -0.144
C -3.150 -0.532 -1.310
H 2.278 -1.370 1.723
H 1.811 -0.752 0.116
H 1.635 0.284 1.516
H 2.904 1.555 -0.514
H 4.769 1.504 -0.217
H -2.613 1.193 -0.109
H -2.810 -0.230 0.826
H -4.273 -0.576 -1.118
H -3.214 0.101 -2.198
H -2.830 -1.550 -1.519

---

Most stable structure, least stable structure: model B, model A.

---

Model A:
51
Properties=species:S:1:pos:R:3 method="wB97M-V/def2-TZVPD" molar_mass_g_mol=375.494 homo_lumo_gap_ev=8.32 homo_ev=-7.8
C 2.286 -6.867 2.158
C 1.523 -5.583 2.278
C 2.072 -4.475 2.909
C 1.371 -3.286 3.001
C 0.098 -3.175 2.451
C -0.681 -1.940 2.517
N -2.033 -2.039 2.703
C -2.603 -0.890 2.751
N -3.942 -0.697 2.864
S -1.516 0.485 2.548
C -0.207 -0.663 2.401
C 1.181 -0.193 2.122
C 1.180 0.954 1.133
O 0.468 1.926 1.208
O 2.076 0.758 0.174
C 2.255 1.779 -0.807
C 1.246 1.677 -1.968
O 1.605 1.418 -3.097
N -0.022 1.904 -1.601
C -1.119 1.912 -2.542
C -1.704 3.315 -2.719
C -0.691 4.355 -3.211
C -1.355 5.731 -3.247
C -0.134 4.000 -4.587
C -0.466 -4.294 1.839
C 0.239 -5.475 1.752
H 2.592 -7.025 1.124
H 3.177 -6.851 2.781
H 1.665 -7.710 2.454
H 3.059 -4.543 3.344
H 1.806 -2.453 3.534
H -4.251 0.201 3.196
H -4.466 -1.496 3.182
H 1.647 0.184 3.041
H 1.787 -1.006 1.722
H 2.166 2.763 -0.333
H 3.260 1.633 -1.206
H -0.224 2.176 -0.647
H -0.732 1.530 -3.487
H -1.900 1.235 -2.180
H -2.530 3.251 -3.430
H -2.113 3.645 -1.760
H 0.142 4.393 -2.500
H -0.640 6.491 -3.555
H -2.182 5.734 -3.953
H -1.740 6.002 -2.266
H -0.944 3.844 -5.297
H 0.474 3.102 -4.542
H 0.493 4.809 -4.955
H -1.463 -4.216 1.434
H -0.209 -6.333 1.270

---

Model B:
51
Properties=species:S:1:pos:R:3 method="wB97M-V/def2-TZVPD" molar_mass_g_mol=375.494 homo_lumo_gap_ev=8.20 homo_ev=-8.0
C -4.992 -0.733 -5.965
C -4.893 0.636 -5.298
O -4.640 0.548 -3.910
C -3.400 0.230 -3.454
C -2.251 0.099 -4.263
C -1.038 -0.203 -3.709
C -0.904 -0.390 -2.321
N 0.309 -0.678 -1.814
C 0.416 -0.851 -0.529
C -0.660 -0.766 0.387
C -1.894 -0.456 -0.108
C -2.059 -0.257 -1.499
C -3.290 0.051 -2.089
C -0.341 -1.022 1.828
N 0.757 -0.169 2.235
C 0.644 0.601 3.453
C 1.147 -0.162 4.688
O 0.435 -1.373 4.869
C 1.201 -2.538 4.691
C 1.977 -0.305 1.674
N 3.010 0.202 2.183
C 4.293 0.165 1.545
C 4.467 1.268 0.482
O 4.772 2.533 1.008
C 3.714 3.135 1.713
S 2.014 -1.250 0.093
H -4.051 -1.274 -5.888
H -5.245 -0.612 -7.015
H -5.766 -1.323 -5.481
H -4.139 1.260 -5.794
H -5.856 1.149 -5.362
H -2.315 0.243 -5.330
H -0.156 -0.303 -4.321
H -2.750 -0.377 0.548
H -4.172 0.156 -1.476
H -1.199 -0.817 2.466
H -0.070 -2.082 1.950
H 1.240 1.509 3.341
H -0.407 0.866 3.588
H 2.217 -0.351 4.573
H 0.987 0.462 5.575
H 1.680 -2.570 3.706
H 1.979 -2.624 5.459
H 0.511 -3.375 4.786
H 4.466 -0.804 1.059
H 5.043 0.312 2.327
H 5.317 1.013 -0.155
H 3.558 1.315 -0.137
H 3.442 2.552 2.599
H 4.066 4.120 2.013
H 2.827 3.241 1.075

---

Most stable structure, least stable structure: model A, model B.